1.
The following is a quantum chemistry calculation of 5 unconnected molecules or ions with the total composition C11H13Cl4F3O9, from the Open Molecules 2025 dataset.

Geometry as XYZ:
```
40
Properties=species:S:1:pos:R:3
C 14.235 17.103 1.918
C 14.042 15.634 2.247
O 14.229 15.622 3.642
C 14.936 16.729 4.014
O 15.338 16.923 5.110
O 15.108 17.553 2.958
F 14.966 14.808 1.695
H 13.293 17.643 2.008
H 14.662 17.263 0.931
H 13.039 15.307 1.978
C 14.821 13.862 7.018
C 14.786 12.940 8.233
O 14.626 11.669 7.678
C 14.172 11.796 6.392
O 13.901 10.877 5.697
O 14.110 13.090 6.039
F 13.686 13.211 9.010
H 15.843 13.993 6.669
H 14.312 14.797 7.219
H 15.669 12.988 8.862
C 13.979 10.717 -2.193
C 13.657 10.065 -3.542
O 13.484 11.135 -4.426
C 13.576 12.332 -3.762
O 13.438 13.382 -4.280
O 13.832 12.128 -2.460
F 12.473 9.387 -3.454
H 15.019 10.599 -1.898
H 13.281 10.402 -1.426
H 14.425 9.405 -3.934
C 13.964 11.298 2.444
Cl 14.784 10.350 1.197
Cl 12.221 11.272 2.269
H 14.248 10.897 3.411
H 14.327 12.319 2.395
C 15.318 8.622 5.150
Cl 15.644 6.916 4.788
Cl 16.703 9.650 4.747
H 14.494 8.952 4.529
H 15.068 8.695 6.199
```

The structure (SMILES) is O=C1OC[C@@H](F)O1.O=C1OC[C@@H](F)O1.O=C1OC[C@@H](F)O1.ClCCl.ClCCl. Its orbital gap is 11.1536 eV. The value obtained for the HOMO energy is -10.85 eV.


2.
The following is a quantum chemistry calculation of a molecular structure, C11H13Cl5N4OPdSi, from the Open Molecules 2025 dataset.

Geometry as XYZ:
```
36
Properties=species:S:1:pos:R:3
Pd 0.278 -1.161 -1.184
Cl 5.451 -1.110 3.880
C 3.944 -1.259 3.050
C 3.908 -1.461 1.679
Cl 5.380 -1.556 0.780
C 2.689 -1.583 1.026
Cl 2.661 -1.813 -0.706
C 1.438 -1.483 1.673
O 0.319 -1.541 1.069
C 1.524 -1.277 3.082
Cl 0.025 -1.143 3.927
C 2.730 -1.172 3.744
Cl 2.755 -0.922 5.452
C 1.495 1.509 0.205
Si 0.573 1.012 -1.324
C 1.511 1.485 -2.849
C -1.107 1.815 -1.332
H 1.571 2.602 0.218
H 2.507 1.101 0.236
H 0.973 1.188 1.108
H 1.593 2.578 -2.849
H 1.013 1.179 -3.771
H 2.519 1.067 -2.850
H -0.963 2.901 -1.366
H -1.651 1.578 -0.415
H -1.718 1.528 -2.190
N -5.632 0.288 -1.122
C -4.424 -0.293 -1.151
N -3.856 -0.650 0.013
N -3.868 -0.487 -2.339
C -2.673 -1.023 -2.250
N -1.620 -1.476 -2.082
H -6.127 0.463 -0.269
H -6.042 0.554 -2.000
H -4.249 -0.391 0.899
H -2.928 -1.048 0.010
```

Its orbital gap is 7.2402 eV. The value obtained for the HOMO energy is -7.48 eV.


3.
The following is a quantum chemistry calculation of a molecular structure, C11H13ClCr, from the Open Molecules 2025 dataset.

Geometry as XYZ:
```
26
Properties=species:S:1:pos:R:3
C 1.309 -2.426 -0.903
C 1.488 -1.128 -1.534
C 0.209 -0.553 -1.802
H 2.386 -0.667 -1.825
C -0.778 -1.397 -1.236
C -0.100 -2.629 -0.746
H -0.598 -3.421 -0.241
H 2.115 -3.077 -0.546
H 0.007 0.203 -2.516
H -1.806 -1.214 -1.326
Cr 0.558 -1.005 0.536
Cl 2.502 -0.381 1.895
C -0.130 2.060 1.438
C -1.341 2.049 0.653
C -1.001 2.447 -0.690
H -2.275 1.582 1.014
C 0.374 2.742 -0.731
C 0.917 2.531 0.568
H 1.956 2.598 0.906
H -0.057 1.789 2.489
H -1.642 2.210 -1.552
H 0.957 2.769 -1.660
C -1.143 -1.203 1.751
H -1.960 -1.883 1.404
H -1.491 -0.232 2.208
H -0.456 -1.765 2.449
```

The spin multiplicity is 5. As for the net charge: -2. The expectation value of S² is 6.04. Its orbital gap (spin up / spin down) is 4.9879 / 5.0636 eV. The value obtained for the HOMO energy (spin up / spin down) is 0.54 / 0.43 eV.


4.
The following is a quantum chemistry calculation of C11H13ClFNO in the gas phase, from the Open Molecules 2025 dataset.

Geometry as XYZ:
```
28
Properties=species:S:1:pos:R:3
C -2.166 0.051 1.822
C -1.847 0.068 -0.791
C -3.569 0.470 1.393
C -3.042 0.603 -1.055
C -1.468 -0.389 0.511
C -3.858 0.731 0.170
C 2.902 -0.920 0.351
C 1.824 -1.872 -0.159
C -0.220 -0.916 0.757
C 2.530 1.180 -0.804
C 2.335 1.771 -1.968
N 3.200 0.061 -0.584
O 0.562 -1.293 -0.332
F -5.094 1.259 -0.068
Cl 1.774 1.937 0.614
H -2.127 -0.716 2.605
H -1.220 -0.266 -1.687
H -4.256 0.660 2.121
H -3.452 0.866 -2.104
H 2.482 -0.446 1.214
H 3.901 -1.407 0.748
H 2.037 -2.312 -1.310
H 1.941 -2.799 0.461
H 0.048 -1.297 1.703
H 1.871 2.787 -2.106
H -1.915 0.912 2.376
H 2.839 1.402 -2.858
H 3.989 -0.125 -1.018
```

The structure (SMILES) is C=C(Cl)NCCO/C=C1\C=CC(F)=CC1. Its orbital gap is 8.0851 eV. The value obtained for the HOMO energy is -7.58 eV.


5.
The following is a quantum chemistry calculation of a molecular structure, C11H13F6NOV, from the Open Molecules 2025 dataset.

Geometry as XYZ:
```
33
Properties=species:S:1:pos:R:3
C -1.117 1.489 -1.516
C 0.274 1.092 -1.612
C 1.062 2.120 -0.973
C 0.165 3.093 -0.418
C -1.174 2.723 -0.780
V -0.234 1.143 0.525
N -1.029 -2.276 -0.518
C -1.037 -3.580 -0.910
C 0.334 -2.824 -0.753
H 2.151 2.200 -0.969
H 0.669 0.209 -2.122
H 0.457 3.990 0.120
H -2.064 3.297 -0.532
H -1.972 0.960 -1.939
H 0.894 -2.495 -1.632
H -1.449 -3.804 -1.898
H -1.328 -1.614 -1.244
H 0.889 -3.064 0.150
H -1.223 -4.318 -0.129
C 0.229 -0.688 3.674
C 1.147 0.326 3.002
O 1.040 0.370 1.627
C 0.849 1.739 3.637
F 0.954 1.754 4.997
F 1.625 2.732 3.146
F -0.460 2.098 3.344
C 2.676 -0.020 3.239
F 3.027 -0.126 4.552
F 2.947 -1.216 2.644
F 3.489 0.899 2.660
H -0.801 -0.301 3.642
H 0.519 -0.835 4.719
H 0.282 -1.643 3.134
```

The spin multiplicity is 3. As for the net charge: -1. The expectation value of S² is 2.27. Its orbital gap (spin up / spin down) is 4.7040 / 3.7209 eV. The value obtained for the HOMO energy (spin up / spin down) is -1.46 / -0.56 eV.


6.
The following is a quantum chemistry calculation of C11H13I in the gas phase, from the Open Molecules 2025 dataset.

Geometry as XYZ:
```
25
Properties=species:S:1:pos:R:3
C -0.730 2.655 0.893
C -1.414 1.531 1.229
C -0.051 -3.074 0.790
C 0.642 -2.637 -0.547
C 1.243 2.259 -0.794
C -0.023 3.071 -0.187
C -1.264 -2.185 0.492
C -0.563 -1.722 -0.802
C -0.137 2.194 -1.396
C -0.661 -0.737 0.390
C -1.617 0.373 0.461
I -3.750 0.079 -0.008
H -0.630 3.398 1.697
H -1.977 1.604 2.085
H -0.130 -4.172 0.758
H 0.387 -3.061 1.897
H 1.615 -2.241 -0.452
H 0.632 -3.420 -1.294
H 2.055 2.860 -1.314
H 1.563 1.608 -0.097
H -0.011 4.125 -0.272
H -2.332 -2.454 0.532
H -0.927 -1.453 -1.763
H -0.322 2.608 -2.398
H 0.229 -0.441 0.856
```

Its orbital gap (spin up / spin down) is 8.3000 / 6.9687 eV. The value obtained for the HOMO energy (spin up / spin down) is -8.32 / -7.11 eV.


7.
The following is a quantum chemistry calculation of C11H13N in the gas phase, from the Open Molecules 2025 dataset.

Geometry as XYZ:
```
25
Properties=species:S:1:pos:R:3
C -2.365 -0.854 0.267
C -1.691 0.405 -0.407
C -0.490 0.031 -1.322
C 0.716 -0.322 -0.580
C 1.504 0.669 0.071
C 2.654 0.328 0.781
C 3.052 -1.106 0.924
C 2.487 -1.983 -0.013
C 1.370 -1.639 -0.819
C -2.113 1.742 -0.298
C -2.338 3.039 -0.218
H -0.352 -0.892 1.504
H -1.540 -0.049 2.184
H -2.188 -1.807 -0.392
H -3.696 -0.904 0.291
H -0.976 -0.639 -2.207
H -0.197 1.120 -1.703
H 1.265 1.768 -0.324
H 3.453 0.966 1.059
H 3.902 -1.459 1.542
H 2.745 -3.078 -0.038
H 1.024 -2.145 -1.613
H -1.970 3.740 0.650
H -2.759 4.056 -0.897
N -1.497 -0.987 1.558
```

The structure (SMILES) is C=C=C(CN)Cc1ccccc1. Its orbital gap is 8.8303 eV. The value obtained for the HOMO energy is -8.36 eV.


8.
The following is a quantum chemistry calculation of C11H13N in the gas phase, from the Open Molecules 2025 dataset.

Geometry as XYZ:
```
25
Properties=species:S:1:pos:R:3
C -1.369 0.253 -1.324
C -0.240 -0.696 -1.734
C 1.073 0.149 -1.350
C 0.592 1.538 -1.255
C -0.658 1.224 -0.445
C 0.052 0.371 0.667
C -0.367 0.177 1.955
C 0.512 -0.408 2.973
C 1.621 -1.123 2.398
C 1.940 -0.947 1.013
C 1.210 -0.177 0.156
H -3.073 0.205 -0.200
H -2.917 -1.160 -1.208
H -1.636 0.907 -2.129
H -0.292 -0.946 -2.770
H -0.338 -1.725 -1.292
H 2.002 -0.150 -1.922
H 1.169 2.212 -0.494
H 0.282 2.114 -2.153
H -1.274 2.050 -0.153
H -1.367 0.344 2.396
H 0.273 -0.537 3.994
H 2.349 -1.802 2.874
H 2.909 -1.346 0.634
N -2.453 -0.531 -0.633
```

The structure (SMILES) is N[C@@H]1C[C@H]2C[C@@H]1c1ccccc12. Its orbital gap is 9.6328 eV. The value obtained for the HOMO energy is -8.66 eV.


9.
The following is a quantum chemistry calculation of a gas-phase ion, C11H13N2 (charge +1), from the Open Molecules 2025 dataset.

Geometry as XYZ:
```
26
Properties=species:S:1:pos:R:3
C -0.475 2.653 -1.960
C -1.474 1.839 -1.421
C 0.860 2.305 -1.653
C -1.199 0.788 -0.578
C 1.118 1.094 -0.942
C 0.127 0.307 -0.420
C -1.189 -2.609 0.724
C -0.439 -0.702 1.602
C -0.333 0.312 2.423
C -0.121 -2.133 -0.263
C 1.881 -1.006 0.797
N -1.295 -1.757 1.708
N 0.430 -0.851 0.379
H -0.885 3.520 -2.511
H -2.545 2.212 -1.577
H 1.723 2.573 -2.209
H -2.097 0.133 -0.259
H 2.075 0.634 -1.025
H -2.029 -3.266 0.524
H 0.378 1.048 2.351
H -0.880 0.250 3.383
H 0.471 -2.872 -0.679
H -0.775 -1.661 -1.081
H 2.019 -1.870 1.354
H 2.480 -0.874 -0.104
H 2.175 -0.069 1.438
```

As for the net charge: +1. The structure (SMILES) is C=C1N=CC[N@@+]1(C)c1ccccc1. Its orbital gap is 9.3214 eV. The value obtained for the HOMO energy is -13.13 eV.


Number 1: E_tot -88288.3216 eV. Number 2: E_tot -93596.5351 eV. Number 3: E_tot -52559.2575 eV. Number 4: E_tot -30390.8313 eV. Number 5: E_tot -57146.1938 eV. Number 6: E_tot -19710.2164 eV. Number 7: E_tot -13100.5880 eV. Number 8: E_tot -13106.1882 eV. Number 9: E_tot -14588.3317 eV.